1.
13
Properties=species:S:1:pos:R:3 method="wB97M-V/def2-TZVPD" total_charge=0 e_homo_ev=-8.0 fmax_ev_per_a=4.6 orbital_gap_ev=8.0 e_tot_ha=-515.07202 mol_weight_g_mol=89.078
P -0.1959 0.1644 0.2596
N -1.5209 1.1311 0.3217
C 0.1617 -1.5281 0.3632
C 1.5905 -1.9254 0.5909
C -1.5712 2.3141 -0.5957
H -1.6619 3.2444 -0.1373
H -2.3572 2.1718 -1.2282
H 2.0798 -2.1959 1.5580
H 2.2345 -1.1283 0.0643
H -0.5700 2.3043 -1.0687
H -0.7306 -2.1037 0.6827
H 0.7758 0.3995 -0.7104
H 1.7654 -2.8482 -0.1000

=====

2.
15
Properties=species:S:1:pos:R:3 method="wB97M-V/def2-TZVPD" total_charge=0 e_homo_ev=-9.2 fmax_ev_per_a=4.6 orbital_gap_ev=8.8 e_tot_ha=-601.83458 mol_weight_g_mol=222.029
I -1.7714 1.4462 1.9489
N 0.7949 -1.0522 1.0731
N -0.3858 -1.1375 1.2579
C 1.1911 -0.0017 0.2012
C 0.0571 0.6360 -0.2204
C -1.1109 0.0849 0.5155
C -2.3266 -0.2624 -0.3304
C 2.5275 0.0220 -0.2942
H -2.1537 -0.7700 -1.3608
H -2.9146 -1.0211 0.1034
H 0.0613 1.5887 -0.7165
H 2.7102 0.0094 -1.4043
H 3.2405 0.8584 0.0419
H 3.0399 -0.9100 -0.1132
H -2.9595 0.5093 -0.7023

=====

3.
22
Properties=species:S:1:pos:R:3 method="wB97M-V/def2-TZVPD" total_charge=-1 e_homo_ev=-5.0 fmax_ev_per_a=4.1 orbital_gap_ev=7.6 e_tot_ha=-5717.30159 mol_weight_g_mol=316.957
Br 3.5778 2.0907 -0.6381
Br -3.0894 2.5885 0.1540
O -0.3803 3.7309 -0.2772
O 0.6660 1.8312 0.3324
O 2.1878 -3.1161 -0.0782
N 2.0547 -0.8235 -0.1713
N -1.5062 1.8929 0.6094
C -1.3363 -0.1263 0.0795
C -0.3951 -0.7313 0.7496
C 1.5130 -2.0840 0.0223
C -2.2307 -0.3925 -1.0382
C -0.3909 2.5819 0.1259
C 0.1687 -2.1203 0.7853
H -1.9878 -1.2228 -1.6332
H 0.1750 -0.1966 1.4840
H 1.4780 -0.0125 -0.1657
H 1.6534 2.2185 -0.0235
H 0.5163 -2.3888 1.7558
H -2.1332 0.4298 -1.8507
H -0.3983 -2.9437 0.4331
H 3.0650 -0.7951 -0.0655
H -3.2076 -0.4107 -0.5897

=====

4.
11
Properties=species:S:1:pos:R:3 method="wB97M-V/def2-TZVPD" total_charge=0 e_homo_ev="-4.4 / -7.4" fmax_ev_per_a=2.1 orbital_gap_ev="2.8 / 5.6" s_squared=0.75 e_tot_ha=-2243.84115 mol_weight_g_mol=191.580 spin_multiplicity=2
Cu -0.6362 1.6466 1.5546
Na -0.1101 -1.7083 -2.8118
F 0.0502 0.9353 -1.7134
O 0.7775 -0.9337 -0.8136
O -1.6264 -0.4727 1.7087
O -2.3228 -2.3774 0.5956
C -1.8605 -1.4599 1.1252
C 1.3729 1.1691 0.1803
C 0.8338 0.3040 -0.7405
H 1.8580 0.7266 1.0531
H 1.6635 2.1705 -0.1383

=====

5.
104
Properties=species:S:1:pos:R:3 method="wB97M-V/def2-TZVPD" total_charge=0 e_homo_ev="-5.9 / -6.0" fmax_ev_per_a=1.2 orbital_gap_ev="4.8 / 5.1" s_squared=6.11 e_tot_ha=-8023.47991 mol_weight_g_mol=1211.839 spin_multiplicity=5
I -0.6623 4.0951 -1.8999
Se 3.2640 3.5029 -1.6459
Mn 0.4432 2.7695 -0.0113
S -0.9965 0.3549 2.0922
S -1.7165 -1.6213 0.2072
S -0.4045 0.1863 -1.6585
F 3.6600 2.0153 -6.6597
F 6.1151 2.2790 -1.8264
F 7.4505 1.3385 -3.9505
F 2.3102 2.9800 -4.5540
F 6.2582 1.2347 -6.3985
O 0.1841 4.1276 1.2595
O 3.9769 2.8415 5.4242
O 2.1084 4.0452 5.2866
O 0.3572 4.5932 3.4434
N 2.1968 2.4325 1.2837
N 3.7401 2.0048 2.7598
N -0.6609 1.5078 1.2930
N 0.5173 1.1676 -1.0883
N -0.6179 -1.2346 -0.8127
N -2.1002 -0.7362 1.4144
C 0.3214 -5.0907 0.6267
C 0.1712 -1.6508 3.6123
C 1.4436 0.2016 -5.1733
C 6.1858 1.7595 -4.0939
C 0.7294 4.0292 2.4127
C -3.9390 0.5800 -3.6187
C -4.4550 -3.2368 -2.2328
C 2.4366 -2.3724 3.2695
C 0.9316 0.5489 -3.9333
C 5.5832 1.6958 -5.3383
C 0.7068 -2.0748 -4.8503
C 1.9172 3.1347 2.4290
C 2.6028 -1.4252 2.2685
C -3.2614 -2.9115 -1.6165
C 3.3059 1.7565 1.5061
C -0.4599 -5.7682 1.5506
C -2.9692 1.9627 5.8126
C 2.8713 2.8730 3.3709
C -1.6184 -5.1881 2.0530
C -5.6428 -1.7878 -0.7162
C 1.3199 -1.1034 -5.6331
C -5.6433 -2.6694 -1.7870
C 1.5556 -0.5797 1.9357
C -4.0420 1.9595 -1.6496
C 0.2980 -0.4276 -3.1775
C 5.4820 2.2486 -3.0101
C 3.9845 0.8428 0.5562
C 4.1644 2.7078 -3.1025
C 0.1873 -1.7390 -3.6100
C -1.8274 0.7829 3.6095
C -2.7607 1.5646 -1.2986
C -1.1981 -3.2530 0.7221
C -2.6514 0.1891 -3.2857
C -4.4522 -1.4542 -0.0901
C -3.1927 1.0128 3.6162
C -1.5985 1.7427 5.7855
C -2.0778 0.6852 -2.1239
C 3.5850 2.6001 -4.3692
C -4.6296 1.4664 -2.8049
C 4.2687 2.1079 -5.4634
C -0.0462 -3.8219 0.2044
C 3.0396 3.2661 4.7868
C -1.9955 -3.9236 1.6394
C -3.7639 1.6001 4.7338
C -1.0184 1.1558 4.6736
C 1.2249 -2.4879 3.9407
C 0.3589 -0.7032 2.6174
C -3.2761 -2.0131 -0.5586
H 1.2207 -5.5450 0.2326
H 1.9309 0.9540 -5.7787
H 3.5474 -1.3481 1.7456
H -3.4198 2.4281 6.6790
H -4.4129 -0.7721 0.7472
H -0.2881 -2.4780 -2.9768
H -2.2280 -5.7235 2.7685
H -0.9757 2.0482 6.6149
H -4.5682 2.6759 -1.0325
H -4.8277 1.7946 4.7528
H -4.3923 0.2061 -4.5275
H -6.5709 -1.3549 -0.3677
H -5.6271 1.7840 -3.0820
H -2.8952 -3.4535 2.0193
H 1.0256 1.5580 -3.5445
H 1.7104 -1.3689 -6.6068
H -2.3232 -3.3463 -1.9416
H -0.1610 -6.7519 1.8888
H -2.2897 1.9465 -0.4054
H 0.6293 -3.0935 -5.2069
H 3.3126 0.6303 -0.2722
H 0.5416 -3.2615 -0.5090
H -2.0986 -0.4796 -3.9317
H 1.3965 4.2876 4.6124
H 1.6443 0.1711 1.1564
H 3.2561 -3.0301 3.5297
H 4.8730 1.3259 0.1527
H 1.1006 -3.2302 4.7182
H -3.7873 0.7421 2.7522
H -6.5736 -2.9183 -2.2802
H 0.0533 1.0037 4.6230
H 4.2803 -0.0837 1.0565
H 4.5812 1.6645 3.1982
H -0.7828 -1.7231 4.1209
H -4.4609 -3.9346 -3.0592

=====

6.
13
Properties=species:S:1:pos:R:3 method="wB97M-V/def2-TZVPD" total_charge=0 e_homo_ev=-10.4 fmax_ev_per_a=5.9 orbital_gap_ev=10.4 e_tot_ha=-303.54677 mol_weight_g_mol=94.117
N -3.8623 0.2800 -0.4816
N -0.7427 1.6239 -0.0463
C -2.7670 0.3366 -0.1561
C -1.2995 0.4953 0.0631
C 0.7062 1.6913 -0.0597
C -1.0619 -1.9431 -0.0770
C -0.5692 -0.7939 0.3405
H 0.9046 2.6224 0.6342
H 1.1944 0.9063 0.3840
H -2.0887 -2.0959 -0.4273
H 0.9435 1.9951 -1.0086
H -0.6111 -2.9427 0.0664
H 0.2949 -0.5719 0.9144

=====

7.
23
Properties=species:S:1:pos:R:3 method="wB97M-V/def2-TZVPD" total_charge=-1 e_homo_ev=-6.3 fmax_ev_per_a=4.3 orbital_gap_ev=9.3 e_tot_ha=-485.87444 mol_weight_g_mol=122.934
O -1.3184 -2.3050 -2.0935
O -2.3491 2.2124 2.2282
O 2.0098 2.6550 0.7554
O -0.4164 2.3189 -3.0248
O -1.6114 -3.4268 2.0253
O 3.3330 -1.3439 0.6469
B 0.1312 -0.2275 0.2596
H -0.7856 -2.6407 -2.7450
H 0.1663 -1.4627 0.4610
H 3.8220 -0.8673 -0.0176
H -1.9781 1.6406 1.6081
H -1.9856 -2.9250 1.2963
H -3.0742 2.5610 1.7680
H 1.4861 3.1868 0.1906
H -0.7996 -1.7532 -1.4947
H -0.9584 0.0258 -0.3060
H 0.9996 0.1949 -0.4380
H 0.0601 0.2787 1.3086
H 1.8510 1.7658 0.5776
H -0.6604 -3.3668 1.5509
H -0.2937 3.0615 -2.4981
H 0.0111 1.5922 -2.5759
H 2.3607 -1.1747 0.5170

=====

8.
7
Properties=species:S:1:pos:R:3 method="wB97M-V/def2-TZVPD" total_charge=0 e_homo_ev=-9.6 fmax_ev_per_a=2.5 orbital_gap_ev=10.3 e_tot_ha=-626.01742 mol_weight_g_mol=90.103
S 3.8524 -0.0090 -0.0306
O 1.3292 1.0211 0.1008
O 1.3655 -1.0004 0.0217
C 2.2772 0.0182 0.0244
C 0.3555 -0.0199 -0.0786
H -0.5578 0.1574 0.5680
H -0.0663 -0.1927 -1.0098

=====

9.
43
Properties=species:S:1:pos:R:3 method="wB97M-V/def2-TZVPD" total_charge=-2 e_homo_ev=1.0 fmax_ev_per_a=0.4 orbital_gap_ev=4.2 e_tot_ha=-1163.75795 mol_weight_g_mol=412.574
Pd -1.5420 0.3166 -0.2696
F -2.9664 1.9822 -0.4313
O -2.3659 3.1489 2.9287
N 0.1585 -2.2618 -1.1814
N -0.5724 -1.6775 -0.1997
N 2.8301 -1.4806 0.3646
N 1.3711 -0.2796 -2.2733
N 1.0194 0.7203 -1.4510
N 2.6996 -1.9752 -0.8738
C -3.5944 1.0599 2.6561
C 1.4647 0.1558 -3.5507
C -0.3861 -3.4491 -1.5237
C 4.0054 -1.9053 0.8086
C 3.7805 -2.7064 -1.2144
C -1.5628 -2.5253 0.0734
C 4.6655 -2.6881 -0.1558
C 0.0060 3.0890 2.6651
C -3.5684 2.5601 2.4291
C -1.3243 3.2355 1.9583
C -1.4980 -3.6649 -0.7461
C 0.8960 1.7963 -2.2095
C 1.1732 1.5009 -3.5597
B 1.4686 -1.7340 -1.8061
H 0.5611 2.7202 -1.7644
H -2.1679 -4.5089 -0.7740
H 3.8372 -3.1788 -2.1811
H 1.1312 2.1590 -4.4128
H 0.1162 3.8295 3.4638
H 1.6822 -2.4166 -2.7893
H -4.3857 3.0468 2.9775
H 0.0727 -4.0530 -2.2895
H -3.6678 2.7430 1.3541
H -2.2753 -2.2648 0.8371
H -3.3769 0.8204 3.7025
H 0.0885 2.0906 3.0967
H 1.7114 -0.5280 -4.3467
H -4.5822 0.6654 2.3979
H -1.3851 4.2124 1.4560
H 4.3307 -1.6295 1.8009
H -2.8756 0.5617 1.9947
H -1.4244 2.4707 1.1799
H 0.8231 3.2104 1.9509
H 5.6287 -3.1683 -0.0918

=====

10.
12
Properties=species:S:1:pos:R:3 method="wB97M-V/def2-TZVPD" total_charge=0 e_homo_ev=-9.8 fmax_ev_per_a=0.5 orbital_gap_ev=10.4 e_tot_ha=-269.29394 mol_weight_g_mol=82.102
O 1.1899 2.2583 0.6843
C 1.4509 -0.2020 -0.7837
C 0.2262 1.5265 0.6638
C -0.8789 -0.5020 0.0873
C 0.2138 0.2177 -0.0370
C -1.9609 -1.1953 0.2988
H 1.5893 0.4181 -1.6753
H -2.8149 -1.1672 -0.3725
H 1.3914 -1.2495 -1.0875
H -2.0235 -1.8302 1.1782
H 2.3308 -0.0570 -0.1501
H -0.7140 1.7827 1.1937

=====

11.
103
Properties=species:S:1:pos:R:3 method="wB97M-V/def2-TZVPD" total_charge=+2 e_homo_ev=-13.1 fmax_ev_per_a=0.9 orbital_gap_ev=7.4 e_tot_ha=-3225.97607 mol_weight_g_mol=981.885
W -0.5801 0.6645 -0.8055
S 2.0005 2.0639 3.0132
S -3.8006 -1.9734 1.4567
F -3.3610 1.5988 0.4461
F -2.6019 2.8850 -1.1130
N 0.2160 -1.9474 -0.7331
N 0.1467 -1.2317 -4.9470
N -1.6668 -0.7730 0.6942
N -0.2187 -0.2059 -2.7538
N 1.8187 0.1203 -1.0082
N -0.1056 2.2142 -1.4470
N 0.2235 1.2257 1.3496
C -0.0521 2.1593 4.8988
C -2.3828 -2.1408 2.4398
C -4.1984 0.2353 -3.4451
C -0.0391 -1.5824 2.4258
C 0.3894 1.9009 3.6005
C 3.9875 1.0553 -1.3874
C 0.1512 -2.3446 3.5621
C 1.5439 -1.9963 5.6096
C 0.2033 3.7372 -3.3372
C 1.9336 -3.4403 -0.0312
C -2.9029 -1.0266 0.3499
C 2.6350 -1.8642 3.3793
C -0.1923 2.7149 -4.3583
C -1.7945 1.2027 2.9023
C -2.2283 -2.8772 3.6136
C 1.8455 -4.0622 4.2120
C 0.1760 3.5068 -1.9477
C -1.0002 -1.8421 -5.6421
C 2.6091 1.1065 -1.4555
C -3.3834 -0.5945 -0.9528
C 1.0416 -4.4979 -0.0515
C -0.0253 -0.6827 -3.7822
C 1.4896 1.5070 1.5063
C -2.9427 0.5834 -2.9717
C -0.9686 -2.9612 4.1602
C -1.3154 -1.4623 1.8678
C -5.0554 -0.5426 -2.6757
C -0.6294 -2.9768 -0.7919
C 2.3901 -1.0128 -0.5686
C -0.2611 -4.2691 -0.4673
C 0.5578 5.0004 -3.7903
C 0.8029 5.7945 -1.5523
C -1.3801 1.9395 5.1793
C -2.5035 0.1813 -1.7160
C 1.4402 -1.1553 -5.6418
C -0.4525 1.4381 2.5873
C 3.7668 -1.1131 -0.4183
C 1.4811 -2.1786 -0.3973
C 0.4640 4.5459 -1.0443
C 0.8633 6.0258 -2.9124
C 4.5750 -0.0609 -0.8128
C -2.1975 2.0672 -0.0977
C 1.5344 -2.5583 4.1805
C -4.6405 -0.9634 -1.4282
C 0.4447 4.3967 0.4509
C -2.2382 1.4599 4.1808
H -2.4894 0.8196 2.1747
H -4.5129 0.5793 -4.4228
H -1.2114 -1.2879 -6.5559
H 2.8200 -4.2331 4.6761
H 3.6044 -2.0713 3.8370
H 1.3647 -5.4919 0.2346
H 1.1327 7.0049 -3.2888
H 2.1097 1.9781 -1.8537
H -1.7624 2.1321 6.1745
H -3.0683 -3.3860 4.0718
H -1.2763 2.5961 -4.3585
H -1.6424 -2.7522 -1.1040
H 1.3369 -0.5569 -6.5463
H 0.6321 2.5204 5.6565
H 2.9620 -3.6067 0.2569
H 1.8713 -4.4753 3.1998
H 1.1053 -4.6234 4.7834
H 0.1012 3.0447 -5.3535
H -1.8718 -1.8130 -4.9928
H -2.3066 1.1869 -3.6001
H 0.2581 1.7453 -4.1699
H 1.0176 6.5966 -0.8554
H 0.7989 -1.0874 1.9598
H 2.5428 -2.0893 6.0434
H -6.0364 -0.8121 -3.0452
H 5.6503 -0.1255 -0.7016
H -1.7471 2.7036 0.6555
H -0.9836 -5.0723 -0.5323
H -0.2833 3.6722 0.8014
H -3.2802 1.2822 4.4157
H 2.6702 -2.2279 2.3465
H 1.7669 -2.1602 -5.9047
H -5.3007 -1.5727 -0.8203
H 4.2111 -2.0151 -0.0236
H 2.2138 1.4507 0.7126
H 1.2635 -0.9393 5.6158
H 2.5043 -0.7786 3.3611
H -0.8350 -3.5423 5.0642
H 4.5771 1.8825 -1.7597
H -0.7613 -2.8757 -5.8869
H 1.4277 4.1012 0.8273
H 2.1781 -0.6971 -4.9878
H 0.5771 5.1800 -4.8585
H 0.2074 5.3551 0.9110
H 0.8512 -2.5312 6.2613

=====

12.
9
Properties=species:S:1:pos:R:3 method="wB97M-V/def2-TZVPD" total_charge=0 e_homo_ev=-8.9 fmax_ev_per_a=2.3 orbital_gap_ev=8.5 e_tot_ha=-1012.29304 mol_weight_g_mol=122.189
S -0.1811 -0.6760 -3.5420
S 0.5630 -0.8555 -0.6678
F 0.1714 0.7253 2.9390
C 0.1395 0.3085 0.6218
C -0.2984 -0.1606 -2.0200
C 0.2887 -0.1134 1.8859
H -0.2843 1.2417 0.3793
H -0.9748 0.6554 -1.6895
H 0.5761 -1.1254 2.0933

=====

13.
19
Properties=species:S:1:pos:R:3 method="wB97M-V/def2-TZVPD" total_charge=-2 e_homo_ev=0.1 fmax_ev_per_a=2.7 orbital_gap_ev=6.3 e_tot_ha=-1253.30217 mol_weight_g_mol=202.039
P 2.7110 -0.7430 -0.2403
P -0.9064 -1.2641 0.0152
O -2.0643 0.0650 -0.2217
O -1.1446 -2.1210 -1.2571
O 1.9328 -2.1765 0.0352
O 3.2205 -0.2027 1.1431
O -1.3399 -1.9357 1.3368
O 1.2017 1.2692 0.6983
C 1.0938 0.3264 -0.2802
C -2.2149 0.8792 0.9230
C 0.4832 0.8687 -1.5664
H 1.8485 0.8505 1.2836
H 1.1393 1.6045 -2.2597
H -2.6272 0.3521 1.8489
H 0.2271 -0.1053 -2.1415
H -0.3506 1.2941 -1.0598
H -2.9668 1.6714 0.7133
H 0.9730 -2.0550 -0.1153
H -1.2160 1.4221 1.1446

=====

14.
47
Properties=species:S:1:pos:R:3 method="wB97M-V/def2-TZVPD" total_charge=-1 e_homo_ev=-4.5 fmax_ev_per_a=0.7 orbital_gap_ev=7.5 e_tot_ha=-1246.45635 mol_weight_g_mol=318.135
Al -0.2107 -0.6504 2.4003
O -0.4255 0.7848 1.2709
O -0.1976 1.9322 5.4900
O -1.2109 -1.7706 1.3775
O 2.5328 -1.6339 3.6993
O 0.7810 1.3123 -4.1670
O 2.4808 -1.8617 1.3517
N -1.6515 1.2468 -0.6960
C 0.5797 1.9577 4.2840
C 3.8812 -1.7498 1.2116
C -0.7629 1.3833 4.2816
C -1.1374 -2.0609 -2.3127
C -1.4537 0.3340 0.4424
C -0.6355 1.3700 -4.0806
C -1.8977 -1.8302 -0.9961
C -1.2374 -0.0022 -3.7866
C -1.1190 -1.1303 0.1150
C 1.4779 2.3120 -3.4670
C -1.0014 -0.0880 4.1649
C -0.3634 -0.8681 -2.8822
B 1.8143 -1.4394 2.4869
H 0.9108 2.6606 -2.5986
H -2.6474 1.3714 -0.8434
H -2.1755 0.1779 -3.2525
H -1.3126 2.1472 -0.3694
H -2.3826 0.2713 1.0473
H -1.4699 -0.5321 -4.7157
H -0.0482 -1.1242 -0.1611
H -1.8760 -2.3576 -3.0694
H 4.1301 -0.7861 0.7578
H 4.4007 -1.8425 2.1679
H -0.4733 -2.9219 -2.1965
H 2.7665 -0.8079 4.1256
H 0.7270 2.9507 3.8740
H -0.5240 -0.5527 5.0335
H 4.2316 -2.5454 0.5510
H 2.4168 1.8864 -3.1089
H -1.5293 2.0178 3.8286
H -2.8358 -1.2984 -1.2048
H -1.0168 1.7579 -5.0351
H -0.9383 2.0657 -3.2930
H 0.4985 -1.2248 -3.4506
H 0.0380 -0.2423 -2.0857
H 1.4307 1.2838 4.3115
H -2.1922 -2.8036 -0.5954
H -2.0788 -0.2700 4.2064
H 1.7071 3.1714 -4.1114